Formula: C58H141Br6N5O5
Source: the OMol25 dataset
Level of theory: ωB97M-V/def2-TZVPD

* E: -500365.4154 eV
* orbital gap: 8.015 eV

Geometry as XYZ:
```
215
Properties=species:S:1:pos:R:3:lowdin_charge:R:1
C -22.601 26.639 -7.649 -1.4645
Br -23.157 24.827 -7.146 0.4915
Br -20.755 26.471 -8.457 0.4863
Br -22.557 27.518 -5.870 0.4976
H -23.324 27.082 -8.333 -0.0114
C -27.349 25.474 -17.903 -1.4543
Br -25.934 26.896 -18.026 0.4943
Br -27.036 23.920 -19.143 0.5077
Br -29.213 26.263 -17.937 0.5019
H -27.055 25.209 -16.887 -0.0515
C -20.447 24.467 -15.093 -0.1159
C -20.188 23.144 -15.740 -0.2962
C -20.224 21.930 -14.849 -0.2535
C -21.579 21.701 -14.217 -0.2096
C -21.854 20.290 -13.603 -0.2630
C -21.413 19.089 -14.410 -0.1273
H -20.493 25.296 -15.800 0.0692
H -19.671 24.726 -14.373 0.0738
H -21.383 24.507 -14.536 0.0683
H -20.938 22.984 -16.515 0.1066
H -19.225 23.038 -16.239 0.1073
H -19.429 21.962 -14.104 0.1191
H -19.932 21.154 -15.556 0.1032
H -21.667 22.295 -13.308 0.1097
H -22.289 21.821 -15.036 0.1156
H -21.380 20.224 -12.624 0.0957
H -22.890 20.298 -13.265 0.0976
H -20.349 18.856 -14.359 0.0690
H -21.913 18.133 -14.252 0.0663
H -21.490 19.269 -15.482 0.0647
C -30.204 24.052 -3.405 -0.1173
C -29.286 24.836 -2.467 -0.2875
C -30.007 25.991 -1.789 -0.2214
C -31.357 25.518 -1.156 -0.1974
C -32.055 26.777 -0.478 -0.2484
C -32.639 27.765 -1.495 -0.1287
H -30.626 23.195 -2.879 0.0690
H -29.516 23.476 -4.023 0.0617
H -30.913 24.655 -3.972 0.0826
H -28.774 24.306 -1.664 0.1031
H -28.410 25.126 -3.048 0.0942
H -30.092 26.807 -2.508 0.1080
H -29.381 26.297 -0.951 0.1042
H -32.106 25.168 -1.867 0.0918
H -31.279 24.673 -0.471 0.1061
H -32.835 26.379 0.171 0.0928
H -31.352 27.354 0.124 0.0936
H -33.525 28.283 -1.129 0.0631
H -31.911 28.479 -1.880 0.0640
H -33.059 27.318 -2.396 0.0663
C -39.559 33.478 -18.666 -0.1212
C -39.552 34.441 -17.479 -0.2792
C -38.768 33.936 -16.265 -0.2053
C -39.332 32.688 -15.506 -0.2124
C -40.209 33.008 -14.269 -0.2844
C -40.486 31.732 -13.577 -0.1439
H -40.394 32.778 -18.670 0.0685
H -38.584 32.993 -18.713 0.0703
H -39.609 34.101 -19.559 0.0647
H -39.059 35.343 -17.842 0.0984
H -40.599 34.676 -17.287 0.1013
H -38.642 34.706 -15.505 0.0985
H -37.779 33.784 -16.697 0.0985
H -39.897 32.012 -16.148 0.1003
H -38.573 31.947 -15.257 0.1001
H -39.646 33.657 -13.600 0.1057
H -41.104 33.516 -14.627 0.1121
H -41.169 31.149 -14.193 0.0787
H -39.592 31.159 -13.329 0.0780
H -40.980 31.936 -12.627 0.0712
C -35.299 29.329 -22.439 -0.1025
C -35.257 27.787 -22.153 -0.2500
C -36.175 27.409 -21.031 -0.2779
C -36.301 25.941 -20.656 -0.2199
C -37.391 25.631 -19.594 -0.2590
C -38.795 25.694 -20.224 -0.1221
H -36.272 29.802 -22.567 0.0684
H -34.717 29.397 -23.358 0.0602
H -34.777 29.878 -21.656 0.0645
H -35.638 27.316 -23.059 0.1058
H -34.269 27.428 -21.863 0.1106
H -37.157 27.873 -21.121 0.1060
H -35.933 27.871 -20.074 0.1112
H -36.807 25.580 -21.552 0.0946
H -35.406 25.364 -20.424 0.1109
H -37.301 24.584 -19.307 0.0948
H -37.340 26.275 -18.716 0.1038
H -38.935 25.178 -21.173 0.0744
H -39.472 25.356 -19.440 0.0672
H -38.983 26.755 -20.387 0.0593
C -32.757 33.582 -13.466 -0.0901
C -33.087 34.433 -12.171 -0.2601
C -32.448 35.809 -12.104 -0.2388
C -33.054 36.766 -11.028 -0.1928
C -32.127 38.001 -10.800 -0.2629
C -32.264 38.621 -9.416 -0.1422
H -32.410 34.161 -14.322 0.0598
H -33.686 33.080 -13.737 0.0566
H -32.015 32.799 -13.317 0.0589
H -34.139 34.479 -11.890 0.0951
H -32.739 33.870 -11.304 0.0965
H -32.265 36.290 -13.065 0.1088
H -31.430 35.573 -11.796 0.1025
H -33.991 37.193 -11.388 0.1053
H -33.305 36.231 -10.113 0.1067
H -31.069 37.830 -10.996 0.1001
H -32.419 38.838 -11.435 0.0990
H -31.710 39.530 -9.182 0.0642
H -33.274 38.952 -9.179 0.0676
H -31.988 37.940 -8.610 0.0657
C -29.738 34.430 -3.858 -0.1330
C -28.405 33.848 -3.558 -0.3048
C -27.539 33.653 -4.757 -0.2460
C -28.114 32.859 -5.935 -0.2366
C -27.102 32.653 -7.025 -0.2751
C -27.728 31.871 -8.173 -0.1233
H -29.848 35.289 -4.520 0.0820
H -30.208 34.737 -2.923 0.0684
H -30.400 33.621 -4.166 0.0721
H -27.861 34.587 -2.970 0.1061
H -28.513 32.942 -2.962 0.1148
H -26.642 33.213 -4.321 0.1136
H -27.304 34.651 -5.125 0.1149
H -28.658 32.028 -5.485 0.1192
H -28.939 33.416 -6.378 0.1119
H -26.655 33.589 -7.360 0.1103
H -26.211 32.102 -6.723 0.1052
H -28.449 32.447 -8.753 0.0689
H -27.069 31.373 -8.884 0.0642
H -28.302 31.042 -7.759 0.0673
C -38.307 23.939 -5.401 -0.0684
C -37.333 23.072 -4.593 -0.3973
C -37.574 21.529 -4.535 -0.2046
O -36.554 20.899 -3.769 -0.2093
C -36.396 19.511 -4.029 -0.0998
N -36.006 23.140 -5.232 0.0178
H -38.245 23.791 -6.479 0.0687
H -38.042 24.995 -5.449 0.0742
H -39.356 23.865 -5.114 0.0738
H -37.231 23.503 -3.597 0.1318
H -37.583 21.200 -5.574 0.1209
H -38.519 21.356 -4.020 0.1201
H -36.525 19.220 -5.071 0.0831
H -37.259 19.074 -3.528 0.0803
H -35.516 19.068 -3.562 0.0884
H -35.402 22.450 -4.808 0.0581
H -36.106 22.922 -6.213 0.0626
C -31.758 12.696 -9.763 -0.0755
C -33.021 13.466 -10.141 -0.4288
C -32.863 15.028 -10.020 -0.1885
O -32.659 15.413 -8.679 -0.1749
C -32.530 16.763 -8.632 -0.1628
N -33.074 13.139 -11.516 0.0018
H -31.494 12.822 -8.713 0.0746
H -30.922 13.010 -10.388 0.0844
H -31.932 11.627 -9.889 0.0792
H -33.976 13.164 -9.712 0.1447
H -33.768 15.464 -10.445 0.1241
H -31.974 15.349 -10.563 0.1210
H -33.467 17.279 -8.840 0.0902
H -31.767 17.060 -9.352 0.0863
H -32.191 17.067 -7.642 0.0929
H -33.252 12.150 -11.417 0.0700
H -32.107 13.129 -11.809 0.0613
C -40.796 21.727 -13.061 -0.0770
C -40.019 20.712 -12.200 -0.4244
C -40.953 19.704 -11.527 -0.1985
O -41.895 20.402 -10.703 -0.1908
C -42.918 19.528 -10.285 -0.1337
N -39.028 20.090 -13.095 0.0343
H -41.422 22.369 -12.442 0.0773
H -41.365 21.110 -13.757 0.0730
H -40.125 22.320 -13.683 0.0756
H -39.682 21.484 -11.508 0.1366
H -40.400 19.109 -10.800 0.1252
H -41.499 19.129 -12.274 0.1227
H -43.506 19.838 -9.421 0.0890
H -42.688 18.478 -10.100 0.0784
H -43.533 19.350 -11.167 0.0824
H -38.411 19.453 -12.612 0.0612
H -39.360 19.464 -13.815 0.0690
C -33.650 25.659 -12.049 -0.0546
C -32.485 24.659 -12.331 -0.4656
C -31.099 25.016 -11.781 -0.1746
O -30.108 24.099 -12.372 -0.2106
C -28.950 23.774 -11.503 -0.0703
N -32.922 23.412 -11.799 0.0264
H -34.477 25.717 -12.757 0.0708
H -33.189 26.646 -12.089 0.0604
H -34.010 25.512 -11.031 0.0736
H -32.346 24.597 -13.410 0.1299
H -31.177 24.923 -10.697 0.1220
H -30.858 26.056 -12.001 0.1169
H -28.274 24.628 -11.544 0.0776
H -28.500 22.854 -11.876 0.0797
H -29.193 23.614 -10.452 0.0767
H -33.405 22.972 -12.569 0.0788
H -32.100 22.826 -11.833 0.0638
C -26.283 15.354 -18.709 -0.0656
C -27.272 15.695 -17.587 -0.4678
C -27.757 17.166 -17.751 -0.1697
O -29.037 17.358 -17.109 -0.2221
C -29.641 18.694 -17.181 -0.0853
N -28.333 14.749 -17.568 0.0411
H -26.782 15.462 -19.672 0.0747
H -26.084 14.285 -18.639 0.0739
H -25.337 15.891 -18.639 0.0775
H -26.814 15.567 -16.606 0.1351
H -27.971 17.262 -18.815 0.1130
H -27.122 17.990 -17.426 0.1234
H -30.513 18.908 -16.562 0.0797
H -29.906 18.916 -18.214 0.0791
H -29.052 19.555 -16.866 0.0727
H -28.890 15.114 -16.809 0.0668
H -28.971 15.057 -18.288 0.0743
```